{"formula": "C18H50N4O7", "method": "the ωB97M-V functional and the def2-TZVPD basis", "spin_multiplicity": 1, "e_tot_ha": -1460.9317, "de_lowest_kcal_mol": 57.2, "homo_ev": -7.18, "species": ["N", "H", "H", "H", "H", "O", "H", "C", "O", "C", "C", "N", "C", "C", "O", "C", "H", "H", "H", "H", "H", "H", "H", "H", "H", "H", "H", "H", "H", "H", "H", "C", "O", "C", "C", "N", "C", "C", "O", "C", "H", "H", "H", "H", "H", "H", "H", "H", "H", "H", "H", "H", "H", "H", "H", "C", "O", "C", "C", "N", "C", "C", "O", "C", "H", "H", "H", "H", "H", "H", "H", "H", "H", "H", "H", "H", "H", "H", "H"], "xyz": [[2.376, 2.223, 2.890], [2.796, 2.834, 3.536], [2.348, 1.238, 2.822], [2.759, 2.471, 2.042], [1.426, 2.607, 2.936], [-0.167, 0.637, 2.281], [-1.034, 0.688, 2.221], [3.239, -3.927, 3.038], [1.857, -3.665, 3.004], [1.379, -2.533, 3.694], [-0.104, -2.480, 3.753], [-0.532, -1.264, 4.265], [-1.950, -1.179, 4.428], [-2.298, 0.267, 4.984], [-3.683, 0.583, 5.134], [-4.238, 1.043, 3.952], [3.866, -2.955, 2.624], [3.396, -4.680, 2.318], [3.752, -4.012, 4.065], [1.947, -1.688, 3.004], [1.730, -2.482, 4.592], [-0.490, -3.398, 4.284], [-0.431, -2.509, 2.810], [-0.295, -0.327, 3.542], [-2.447, -1.937, 5.019], [-2.529, -1.438, 3.429], [-1.906, 1.114, 4.303], [-1.755, 0.318, 5.813], [-5.353, 0.869, 3.907], [-3.813, 0.559, 3.073], [-4.054, 1.983, 3.722], [-1.269, 5.145, -1.251], [-0.472, 3.997, -1.632], [0.204, 3.452, -0.488], [0.988, 2.177, -1.009], [1.546, 1.418, 0.010], [2.315, 0.251, -0.661], [2.774, -0.827, 0.383], [3.700, -1.583, -0.145], [3.073, -2.795, -0.520], [-0.850, 5.930, -1.035], [-2.093, 5.103, -0.332], [-2.030, 5.131, -2.224], [-0.427, 3.177, 0.450], [0.986, 4.128, -0.177], [1.654, 2.547, -1.714], [0.469, 1.580, -1.594], [0.792, 1.100, 0.752], [3.097, 0.812, -1.217], [1.598, -0.325, -1.423], [1.898, -1.123, 0.785], [3.106, -0.225, 1.302], [2.421, -2.418, -1.429], [2.437, -3.122, 0.243], [3.970, -3.384, -0.882], [-0.182, 1.392, -8.351], [-0.748, 1.459, -7.092], [-0.507, 0.265, -6.272], [-1.253, 0.356, -4.944], [-0.771, -0.770, -4.115], [-1.604, -0.765, -2.915], [-1.135, -2.021, -2.046], [-1.971, -2.089, -0.876], [-1.948, -1.300, 0.247], [-0.329, 0.467, -8.785], [0.845, 1.418, -8.236], [-0.620, 2.287, -8.872], [0.560, 0.162, -6.056], [-0.583, -0.784, -6.804], [-2.303, 0.298, -5.148], [-1.004, 1.207, -4.349], [-1.058, -1.608, -4.710], [-2.623, -1.071, -3.261], [-1.640, 0.193, -2.278], [0.026, -2.066, -1.705], [-1.224, -2.844, -2.781], [-0.890, -1.448, 0.472], [-2.717, -1.551, 0.910], [-1.999, -0.293, 0.289]], "lowdin_charge": [0.346, 0.133, 0.101, 0.084, 0.143, -0.334, -0.168, -0.132, -0.207, -0.210, -0.269, -0.120, -0.231, -0.180, -0.166, -0.142, 0.119, 0.060, 0.105, 0.154, 0.053, 0.156, 0.063, 0.119, 0.103, 0.125, 0.128, 0.062, 0.116, 0.076, 0.026, -0.101, -0.189, -0.186, -0.278, -0.090, -0.120, -0.355, -0.159, -0.059, -0.045, 0.135, 0.149, 0.138, 0.099, 0.101, 0.048, 0.087, 0.121, 0.131, 0.060, 0.119, 0.114, 0.057, 0.120, -0.137, -0.187, -0.199, -0.221, -0.099, -0.219, -0.166, -0.202, -0.125, 0.055, 0.060, 0.120, 0.110, 0.148, 0.110, 0.111, 0.130, 0.123, 0.140, 0.133, 0.110, 0.088, 0.075, 0.035]}